1.
# C36H26BrN5O5STa

A structure of composition C36H26BrN5O5STa in a non-equilibrium geometry (wB97M-V/def2-TZVPD, the OMol25 dataset).

Cartesian coordinates (Å):
H1 -1.39252 3.58109 2.89213
O1 -2.53794 -1.47450 -0.72508
O2 -5.20996 0.18502 -6.39974
C1 2.44667 -0.69082 2.11746
C2 5.74660 1.16858 1.94457
N1 -2.16660 -0.41020 1.66814
Br1 1.61586 2.64862 1.16163
H2 1.96917 -3.07793 6.91003
H3 -3.22551 -0.62733 -5.14500
H4 1.91784 3.78410 -5.36414
C3 1.34739 3.00736 -3.43818
C4 -3.62855 1.78829 -2.21814
N2 0.56628 2.04072 -1.36776
C5 1.23880 3.04498 -4.94019
O3 -1.02522 -1.60621 -4.08188
C6 1.43210 2.80634 -0.71683
H5 -1.53302 2.39918 4.12242
C7 -5.48500 0.94570 -5.45478
C8 2.33195 -1.34051 3.43756
H6 -2.55050 -1.70271 3.17182
H7 6.41759 1.68713 2.61981
C9 -2.43744 -1.58822 2.09510
C10 5.12212 0.50619 -0.27177
O4 -0.44365 -0.50106 -2.21338
C11 2.23645 3.79328 -2.72532
H8 -3.70822 2.43876 -1.35881
H9 -5.38880 2.50661 -3.22367
C12 3.30688 -2.51259 5.32509
C13 6.00845 1.15346 0.58024
C14 -2.99979 -5.13971 1.12029
N3 -2.05939 0.52137 2.68191
C15 0.95549 -2.06760 5.29953
H10 -3.32231 -5.89294 -0.87012
C16 -4.43381 0.94851 -4.31794
H11 0.22325 3.28963 -5.25449
H12 3.29782 -0.61600 -0.43545
C17 -4.55199 1.82160 -3.24593
C18 2.06710 -2.60327 5.94183
C19 -1.24459 -0.77694 -3.24159
H13 -3.08575 -6.10845 1.59452
C20 3.99414 -0.12320 0.23359
C21 -2.46301 0.11083 -3.28201
C22 -2.98724 -3.78913 -0.88152
H14 5.31296 0.48833 -1.33822
Ta1 -1.29804 0.03919 -0.46153
H15 -3.07113 -3.67681 -1.95546
C23 0.34295 -0.30107 0.63916
H16 -2.67830 -4.07557 2.95300
H17 4.18105 -2.93826 5.80387
C24 2.29200 3.69025 -1.34787
C25 -3.12055 -5.01728 -0.26637
C26 -3.35479 0.06726 -4.32693
C27 1.08549 -1.44827 4.06836
H18 4.40212 0.58684 3.51142
H19 -0.15798 1.51030 -3.21219
N4 -1.80204 2.71883 3.20560
C28 4.61473 0.54290 2.44957
C29 0.54613 2.14843 -2.70159
C30 -2.71616 -2.65472 -0.12165
C31 3.43934 -1.89044 4.09075
H20 2.99111 4.26834 -0.76192
S1 -1.96982 2.25683 0.59947
C32 -1.92096 1.73321 2.26062
H21 2.89248 4.48432 -3.24434
N5 -2.58703 0.94524 -2.22927
H22 -0.02048 -2.12639 5.76837
H23 4.41122 -1.84907 3.61480
H24 6.89230 1.64029 0.18637
C33 3.71915 -0.11737 1.60268
C34 -2.76797 -4.01048 1.87301
C35 -2.62809 -2.75737 1.26678
H25 0.22064 -1.01504 3.57773
H26 1.48302 2.07072 -5.36676
O5 -6.46234 1.68651 -5.23433
C36 1.36785 -0.52772 1.35288

* highest occupied orbital energy: -4.51 eV
* net charge: -1
* frontier orbital gap: 6.121 eV
* lowest unoccupied orbital energy: 0.05904 hartree

***

2.
# C36H26Cl2MnN6O2

A structure of composition C36H26Cl2MnN6O2 (wB97M-V/def2-TZVPD, the OMol25 dataset).

Cartesian coordinates (Å):
H1 -4.17587 -3.20098 -2.67821
C1 0.79023 -0.74380 -3.99174
H2 -5.94215 -1.41094 -2.97598
H3 2.11648 1.71964 0.49451
O1 0.97509 -1.11573 3.70356
C2 0.11689 0.70964 2.43053
C3 -0.69741 2.59817 0.85776
H4 1.24452 1.27466 4.05959
C4 0.79311 -0.61427 -2.60332
H5 1.26450 3.73404 3.46056
C5 -1.98035 4.04248 -0.63920
N1 1.74618 -0.58843 -0.43415
N2 -0.97078 -2.61139 -0.45262
N3 -0.41186 -0.16399 -2.14169
H6 -0.86663 -0.28275 -5.41608
C6 -4.10185 -2.22450 -2.22098
N4 -2.79959 -0.78303 -0.83525
Mn1 -0.69172 -0.67291 -0.04425
N5 -0.64872 1.03132 1.26167
C7 5.93796 1.38488 0.88346
C8 -5.05690 -1.23297 -2.37545
C9 -3.71133 0.17710 -0.99839
H7 5.60691 -0.72639 0.66138
C10 -0.89196 2.99798 -0.59120
H8 -3.50782 1.13184 -0.52901
C11 3.18758 1.62953 0.61767
H9 3.50827 -1.68655 0.01260
C12 0.11733 3.46539 1.71970
C13 5.14710 0.25556 0.70411
H10 0.03345 3.37961 -1.03974
H11 1.49968 -3.17409 3.26002
H12 0.21679 4.49168 1.37690
H13 -1.13309 2.07907 -1.13338
H14 5.96369 3.52522 1.06873
H15 -1.80730 4.87853 -1.30969
C14 -3.10972 2.02364 1.53376
C15 -4.85892 -0.01273 -1.75614
C16 0.18426 -4.76328 -0.01132
C17 -1.95533 -3.05793 -1.21366
H16 1.61310 -1.08444 -4.60452
H17 -3.82873 4.86942 -0.23461
C18 1.85394 -0.87142 -1.67546
C19 0.67447 1.63489 3.21233
H18 -3.68839 1.24301 2.02708
H19 3.49796 3.73101 0.83310
C20 -1.77085 1.91387 1.46845
H20 2.54549 -1.18388 1.39205
H21 -0.20390 -5.21092 -0.91310
C21 -3.18730 4.02480 0.02218
H22 -4.80517 3.33202 1.26161
O2 -2.18875 -4.19085 -1.65282
H23 -5.56659 0.79999 -1.85280
C22 0.69124 3.04495 2.85124
C23 1.00451 -5.49511 0.84700
C24 3.76651 0.36388 0.57748
C25 0.39066 -0.76511 2.67049
C26 -1.18004 -0.00722 -3.23589
H24 7.01310 1.28201 0.97918
C27 -0.14603 -3.45476 0.29557
H25 2.77764 -1.31240 -2.07356
Cl1 1.40139 -7.14296 0.41083
C28 -3.78423 3.13179 0.95536
H26 -2.19750 0.34988 -3.15434
C29 3.97225 2.75792 0.79619
C30 -0.48457 -0.33153 -4.40698
C31 2.89750 -0.86425 0.40805
C32 1.47787 -4.92104 2.00616
C33 -2.98689 -1.95531 -1.44499
C34 0.34003 -2.85577 1.49039
C35 1.14555 -3.60748 2.33875
C36 5.35127 2.64146 0.93165
N6 -0.02956 -1.51746 1.64850
Cl2 2.50327 -5.81233 3.11032

* ⟨S²⟩: 1.2081
* highest occupied orbital energy (alpha / beta): -0.55 / -0.53 eV
* spin multiplicity: 2
* net charge: -2
* frontier orbital gap (alpha / beta): 4.864 / 4.849 eV
* lowest unoccupied orbital energy (alpha / beta): 0.15862 / 0.15863 hartree

***

3.
# C36H27Cl2N4NiO2P

A structure of composition C36H27Cl2N4NiO2P (wB97M-V/def2-TZVPD, the OMol25 dataset).

Cartesian coordinates (Å):
C1 2.80514 1.04090 1.85344
P1 0.31768 -0.09284 1.58934
C2 0.64615 -0.35743 -4.46514
H1 -4.50979 1.93617 -1.19750
C3 0.85495 -0.02646 -2.97034
H2 4.40254 -1.85579 3.81978
C4 -0.15972 1.57726 2.26781
C5 -4.36323 3.25754 -2.88230
H3 0.36901 2.44845 -0.43936
H4 1.83510 -0.20334 -2.53591
C6 -0.60141 2.52810 1.36687
H5 -5.33260 3.70370 -2.69652
C7 2.04718 -0.08861 2.15741
H6 -1.24365 2.64969 -0.58596
C8 -0.61674 3.14950 4.04435
H7 0.21132 1.20625 4.35134
C9 -1.08936 3.76453 1.77007
H8 -3.97140 4.45309 -4.63588
C10 -1.88231 2.11639 -3.32231
C11 2.63372 -1.13544 2.86007
C12 -3.90707 2.27296 -2.03111
N1 -0.52866 2.18294 -0.03574
H9 0.37916 -1.17600 4.38270
C13 -3.60557 3.68185 -3.97332
C14 -1.52454 -2.09680 4.67157
H10 -1.48494 5.02627 3.44923
C15 1.26593 -2.77703 -3.74731
H11 -1.02563 0.66083 -5.48662
C16 -0.62664 1.39460 -3.56186
H12 3.73327 -5.27494 -0.86545
H13 -0.61889 3.39106 5.09875
C17 -2.75286 -2.41445 4.11190
C18 1.44899 -2.91414 0.09299
C19 4.70370 0.09164 2.97226
H14 1.69825 -3.32324 -4.57672
C20 2.64997 -4.14240 -2.25695
H15 -1.18477 -0.72841 -2.71967
N2 0.03541 -1.65523 -1.36191
O1 0.90925 -2.33837 1.08351
C21 -2.07156 -1.37253 2.05465
H16 -1.44541 4.47590 1.03474
C22 4.12958 1.12845 2.24987
Cl1 2.96458 -4.45989 1.68864
H17 -0.61397 -2.22111 -4.62114
C23 -0.84054 -1.05021 2.61290
Cl2 3.40901 -4.91095 -3.62405
C24 -0.57333 -1.41358 3.92768
C25 -2.65313 1.64906 -2.21389
H18 2.36258 1.86850 1.31001
H19 -1.30096 -2.38251 5.69144
H20 -1.76203 3.40197 -5.02467
C26 1.64461 -3.11306 -2.50119
C27 -0.18142 -1.13537 -2.68165
C28 2.99033 -4.50343 -1.01595
Ni1 -0.54776 0.29960 -0.49532
C29 -3.02483 -2.04611 2.80192
H21 -2.30283 -1.10905 1.02629
C30 3.95427 -1.03458 3.27582
C31 -0.14749 1.91942 3.62049
H22 4.70957 2.00653 1.99724
C32 0.18943 -1.78935 -4.01743
C33 0.99786 -2.51675 -1.27428
N3 0.24006 1.22459 -2.61517
C34 -2.37475 3.09187 -4.18517
C35 2.40610 -3.89311 0.14264
H23 -3.49271 -2.95069 4.69162
H24 5.73585 0.15966 3.29046
H25 2.07678 -2.04289 3.03393
H26 1.44564 -0.26917 -5.20209
O2 -2.29516 0.69952 -1.38599
H27 -3.97901 -2.28966 2.35320
C36 -1.10344 4.06964 3.11857
N4 -0.46282 0.57646 -4.65963

* highest occupied orbital energy (alpha / beta): -6.76 / -6.76 eV
* frontier orbital gap (alpha / beta): 5.983 / 5.956 eV
* lowest unoccupied orbital energy (alpha / beta): -0.02845 / -0.02940 hartree

***

The evaluated relative energy (zero: lowest compared OMol25 entry of this formula, charge and spin) for the records listed, in turn: 7.8; 77.4; 2.9 kcal/mol.
The evaluated DFT total energy for the records listed, in turn: -5066.85416; -3937.86307; -4527.54840 Ha.